[1]
Density functional theory data (ωB97M-V with the def2-TZVPD basis set) for an isolated molecule of C3H5NO2.

```
! wB97M-V def2-TZVPD RIJCOSX def2/J DEFGRID3
* xyz 0 1
O 0.67971 -1.18148 -0.00344
O -1.31092 -1.82299 -1.10026
N 0.85176 1.04114 0.39146
C 1.39489 -0.11151 0.23529
C -0.74160 -0.87255 -0.55245
C -1.27989 0.19624 0.30299
H 2.47248 -0.30449 0.27222
H -1.03982 0.41217 1.33434
H 1.51031 1.80380 0.51327
H -0.46089 0.06284 -1.23784
H -2.07604 0.77682 -0.15558
*
```

Computed properties:
* HOMO (spin up / spin down): -8.701 / -8.701 eV
* LUMO energy (spin up / spin down): -1.252 / -1.251 eV
* Kohn-Sham gap (spin up / spin down): 7.449 / 7.451 eV

Atom charges from the Löwdin analysis, given in e for atoms 1 to 6: 0.006, -0.011, 0.082, -0.308, -0.621, 0.255


[2]
Density functional theory data (ωB97M-V with the def2-TZVPD basis set) for an isolated molecule of C3H5NO2.

```
! wB97M-V def2-TZVPD RIJCOSX def2/J DEFGRID3
* xyz 0 1
O -0.54738 -0.49333 1.96077
O -0.30596 -0.39288 -1.46961
N -1.95787 0.41851 0.39810
C 0.22954 -0.17476 -0.39606
C 1.77211 -0.02291 -0.39073
C -0.75897 -0.07650 0.83676
H 2.31517 -0.67477 0.30338
H -2.76284 0.30896 0.99944
H 2.14154 1.00678 -0.25058
H 2.02367 -0.30794 -1.41755
H -2.12705 0.41035 -0.59978
*
```

Computed properties:
* HOMO: -9.787 eV
* LUMO energy: 0.297 eV
* SMILES: CC(=O)C(N)=O
* Kohn-Sham gap: 10.084 eV

Atom charges from the Löwdin analysis, given in e for atoms 1 to 6: 0.066, 0.069, 0.153, -0.295, 0.000, -0.450


[3]
Density functional theory data (ωB97M-V with the def2-TZVPD basis set) for an isolated molecule of C3H5NO2.

```
! wB97M-V def2-TZVPD RIJCOSX def2/J DEFGRID3
* xyz 0 1
O 0.17255 1.62732 0.12790
O 0.40522 -0.68151 -0.04052
N 2.19662 0.63697 0.07487
C -0.94457 -1.06867 -0.08567
C 0.83953 0.60663 0.05878
C -2.04009 -0.30375 -0.05633
H -3.02434 -0.75849 -0.10038
H -0.98607 -2.14997 -0.15399
H 2.72844 -0.21694 0.01806
H 2.65817 1.53098 0.14664
H -2.00546 0.77742 0.01063
*
```

Computed properties:
* HOMO: -9.585 eV
* LUMO energy: 0.882 eV
* SMILES: C=COC(N)=O
* Kohn-Sham gap: 10.467 eV

Atom charges from the Löwdin analysis, given in e for atoms 1 to 6: 0.072, 0.012, 0.173, -0.155, -0.591, 0.040


[4]
Density functional theory data (ωB97M-V with the def2-TZVPD basis set) for an isolated molecule of C3H5NO2.

```
! wB97M-V def2-TZVPD RIJCOSX def2/J DEFGRID3
* xyz 0 1
O -1.84594 -0.36118 0.58438
O 0.83381 -0.54730 -1.40127
N -1.20093 1.28389 -0.87506
C 0.40957 -0.40300 -0.27381
C -1.00964 0.17143 -0.11893
C 1.21177 -0.75876 0.94745
H 2.10249 -1.30093 0.62424
H -0.52192 1.49368 -1.59144
H -2.14834 1.60446 -1.01371
H 1.52755 0.16489 1.44873
H 0.64158 -1.34719 1.66941
*
```

Computed properties:
* HOMO: -9.701 eV
* LUMO energy: 0.634 eV
* SMILES: CC(=O)C(N)=O
* Kohn-Sham gap: 10.335 eV

Atom charges from the Löwdin analysis, given in e for atoms 1 to 6: 0.076, 0.097, 0.174, -0.359, -0.481, -0.001


[5]
Density functional theory data (ωB97M-V with the def2-TZVPD basis set) for an isolated molecule of C3H5NO2.

```
! wB97M-V def2-TZVPD RIJCOSX def2/J DEFGRID3
* xyz 0 1
O 1.68601 -0.60318 0.32118
O -1.15631 -0.32820 -2.38575
N 0.50506 0.86871 1.59568
C -0.28380 -0.69161 -1.63935
C -0.60039 -0.29039 -0.19452
C 0.63962 -0.04399 0.59721
H -1.19451 0.64135 -0.25135
H -0.31122 1.45391 1.68010
H 0.66289 -1.09054 -2.09910
H 1.33155 1.10892 2.11583
H -1.27889 -1.02497 0.26006
*
```

Computed properties:
* HOMO: -9.748 eV
* LUMO energy: 0.755 eV
* SMILES: NC(=O)CC=O
* Kohn-Sham gap: 10.503 eV

Atom charges from the Löwdin analysis, given in e for atoms 1 to 6: 0.052, 0.031, 0.159, -0.215, -0.080, -0.566


[6]
Density functional theory data (ωB97M-V with the def2-TZVPD basis set) for an isolated ion of composition C3H5NO2S and charge -2.

```
! wB97M-V def2-TZVPD RIJCOSX def2/J DEFGRID3
* xyz -2 1
S 2.26406 2.20198 -0.44465
O -1.46968 -1.50047 -1.47647
O -2.39321 -1.97656 0.53598
N -0.43420 -0.83751 0.45750
C 0.80562 1.33130 0.23441
C 0.60163 -0.07647 -0.30592
C -1.51111 -1.49098 -0.21500
H -0.66115 -0.26132 1.25412
H 0.39642 -0.08634 -1.37094
H -0.06135 1.98574 0.04339
H 0.92972 1.30177 1.32952
H 1.53323 -0.59114 -0.04194
*
```

Computed properties:
* HOMO: 0.331 eV
* LUMO energy: 6.098 eV
* SMILES: O=C([O-])NCC[S-]
* Kohn-Sham gap: 5.767 eV

Atom charges from the Löwdin analysis, given in e for atoms 1 to 6: -0.043, -0.125, -0.148, 0.002, -0.818, -0.328


[7]
Density functional theory data (ωB97M-V with the def2-TZVPD basis set) for an isolated molecule of C3H5NO2S.

```
! wB97M-V def2-TZVPD RIJCOSX def2/J DEFGRID3
* xyz 0 1
S -1.56446 -1.38362 -1.09951
O 1.07695 -0.71869 -3.77565
O -0.79519 0.34110 -3.52787
N 0.04509 -0.44015 -3.18955
C -0.00905 -0.95305 -1.88262
C -0.36137 0.42451 0.82084
C -0.85624 0.11966 -0.57831
H -1.11935 0.32100 1.53816
H -1.21047 0.91280 -1.27353
H 0.11230 1.39345 0.73605
H 0.76234 -1.69159 -1.76563
H 0.31967 -0.34682 1.14723
*
```

Computed properties:
* HOMO: -9.563 eV
* LUMO energy: -0.246 eV
* SMILES: C[C@@H]1S[C@H]1[N+](=O)[O-]
* Kohn-Sham gap: 9.318 eV

Atom charges from the Löwdin analysis, given in e for atoms 1 to 6: 0.896, 0.068, 0.069, -0.479, -0.376, -0.098


[8]
Density functional theory data (ωB97M-V with the def2-TZVPD basis set) for an isolated molecule of C3H5NO2S.

```
! wB97M-V def2-TZVPD RIJCOSX def2/J DEFGRID3
* xyz 0 1
S 2.38865 0.11169 -0.26243
O 2.87021 0.41022 1.06377
O 1.56426 -1.25992 -0.21730
N 0.94129 1.10669 -0.37367
C -0.06358 0.39934 -0.18464
C 0.09680 -1.11659 -0.04939
C -1.45549 0.83538 -0.04244
H -0.39276 -1.67394 0.83989
H -0.24686 -1.52230 -1.01273
H -1.95613 -0.07936 0.34183
H -1.71977 1.50876 0.79683
H -2.02662 1.28003 -0.89973
*
```

Computed properties:
* HOMO: -9.834 eV
* LUMO energy: 0.615 eV
* Kohn-Sham gap: 10.450 eV

Atom charges from the Löwdin analysis, given in e for atoms 1 to 6: 0.892, -0.437, -0.379, -0.029, -0.464, -0.118


[9]
Density functional theory data (ωB97M-V with the def2-TZVPD basis set) for an isolated molecule of C3H5NO2S.

```
! wB97M-V def2-TZVPD RIJCOSX def2/J DEFGRID3
* xyz 0 1
S 1.94500 -0.60791 -0.37352
O 0.87082 2.52030 0.12966
O 2.44933 -0.94306 0.93221
N 0.33444 -1.30053 -0.58149
C 0.47587 1.43325 -0.04681
C -0.83476 0.80235 0.00711
C -0.68450 -0.70801 0.33778
H -1.31050 0.73013 -1.02764
H -0.27233 -0.95625 1.26723
H -1.46935 1.35734 0.59643
H 0.18442 -1.15054 -1.59903
H -1.68844 -1.17708 0.35808
*
```

Computed properties:
* HOMO (spin up / spin down): -7.776 / -7.775 eV
* LUMO energy (spin up / spin down): -0.031 / -0.034 eV
* Kohn-Sham gap (spin up / spin down): 7.745 / 7.742 eV

Atom charges from the Löwdin analysis, given in e for atoms 1 to 6: 0.889, 0.125, -0.560, -0.313, -0.265, -0.153


[10]
Density functional theory data (ωB97M-V with the def2-TZVPD basis set) for an isolated molecule of C3H5NO2S2.

```
! wB97M-V def2-TZVPD RIJCOSX def2/J DEFGRID3
* xyz 0 1
S 2.75801 -0.22551 -0.56014
S -3.26407 -0.63852 -0.24442
O 0.43455 0.57282 0.97127
O -1.32862 1.30832 -0.18789
N 0.26674 -0.68819 0.60280
C -1.70842 -0.15575 -0.51494
C 0.01482 1.54136 -0.15693
C 1.48470 -1.17537 0.06946
H -0.43097 -1.38216 1.28291
H 0.35736 2.55661 0.26393
H 1.74958 -2.18329 0.40621
H 0.56128 1.20951 -0.95561
H -0.89496 -0.73982 -0.97665
*
```

Computed properties:
* HOMO: -9.063 eV
* LUMO energy: -0.966 eV
* SMILES: S=CNOCOC=S
* Kohn-Sham gap: 8.097 eV

Atom charges from the Löwdin analysis, given in e for atoms 1 to 6: 0.625, 0.675, -0.190, -0.133, -0.225, -0.611


[11]
Density functional theory data (ωB97M-V with the def2-TZVPD basis set) for an isolated molecule of C3H5NO2S2.

```
! wB97M-V def2-TZVPD RIJCOSX def2/J DEFGRID3
* xyz 0 1
S 0.67374 -0.27561 -1.53379
S 0.58547 -3.08295 -0.70906
O -0.34872 -1.96338 1.83502
O -1.48248 1.32113 0.57736
N 0.02916 -1.09219 0.90133
C -0.85260 1.89390 -0.32109
C 0.52597 1.41688 -0.74637
C 0.40644 -1.48569 -0.27252
H 0.95921 2.08952 -1.50782
H 0.05684 -2.84703 1.49538
H -0.37788 -0.19542 0.94824
H -1.34836 2.84481 -0.77258
H 1.17321 1.37604 0.10589
*
```

Computed properties:
* HOMO: -8.826 eV
* LUMO energy: -0.325 eV
* SMILES: O=CCSC(=S)NO
* Kohn-Sham gap: 8.501 eV

Atom charges from the Löwdin analysis, given in e for atoms 1 to 6: 0.904, 0.610, -0.022, 0.008, -0.139, -0.244


[12]
Density functional theory data (ωB97M-V with the def2-TZVPD basis set) for an isolated molecule of C3H5NO3.

```
! wB97M-V def2-TZVPD RIJCOSX def2/J DEFGRID3
* xyz 0 1
O -0.61618 2.20888 -0.06125
O 0.57541 -0.96466 0.01812
O 1.31848 1.10811 0.15817
N -0.40804 -0.09483 -0.53007
C 1.78057 -0.18724 -0.06618
C -1.57188 -0.58970 0.12253
C 0.02531 1.20572 -0.04446
H -2.39823 0.22990 0.10840
H 2.57753 -0.41853 0.61670
H -1.48963 -0.94332 1.24284
H -1.88920 -1.42269 -0.44525
H 2.09585 -0.13164 -1.11956
*
```

Computed properties:
* HOMO: -9.933 eV
* LUMO energy: 0.845 eV
* SMILES: CN1OCOC1=O
* Kohn-Sham gap: 10.779 eV

Atom charges from the Löwdin analysis, given in e for atoms 1 to 6: 0.155, -0.073, 0.089, -0.053, -0.127, -0.075


Strongest force on any atom? In order: 0.298, 1.091, 1.496, 0.472, 1.626, 1.489, 4.268, 2.918, 3.927, 4.690, 2.558, 4.010 eV/A.